This record from the OMol25 dataset describes a molecular structure, C40H20CoN9O2. The level of theory is ωB97M-V/def2-TZVPD.

multiplicity	2
net charge	-1
HOMO-LUMO gap (spin up / spin down)	4.84 / 4.90	eV
HOMO level (spin up / spin down)	-3.6 / -3.6	eV

Each line ends with the Löwdin spin population.
Positions of all 72 atoms, in Å:
Co1 0.01 0.03 0.81  0.942
C1 -3.05 -5.73 0.71  -0.001
C2 -4.19 -4.96 0.98  -0.001
C3 -4.12 -3.57 1.06  0.000
C4 -2.88 -2.98 0.85  -0.001
C5 -2.44 -1.59 0.85  -0.002
N1 -1.10 -1.54 0.64  0.005
C6 -0.65 -2.81 0.46  -0.003
N2 0.58 -3.18 0.16  0.003
C7 1.59 -2.34 0.23  -0.002
C8 2.96 -2.72 -0.09  -0.001
C9 3.52 -3.87 -0.64  0.000
C10 4.89 -3.89 -0.84  0.000
C11 5.69 -2.80 -0.48  0.000
C12 5.13 -1.66 0.08  0.000
C13 3.76 -1.64 0.27  -0.001
C14 2.86 -0.63 0.79  -0.001
N3 3.27 0.49 1.33  0.002
C15 2.42 1.44 1.70  0.000
N4 1.10 1.51 1.38  0.005
C16 0.63 2.72 1.81  0.000
N5 -0.58 3.21 1.61  0.002
C17 -1.57 2.44 1.22  0.000
N6 -1.57 1.08 1.11  0.000
C18 -2.85 0.66 0.95  -0.001
N7 -3.28 -0.58 0.93  0.002
C19 -3.73 1.82 0.87  0.000
C20 -5.10 1.94 0.69  0.000
C21 -5.64 3.21 0.66  0.000
C22 -4.83 4.34 0.80  0.000
C23 -3.46 4.22 1.00  0.000
C24 -2.93 2.94 1.03  -0.001
C25 1.69 3.45 2.47  0.000
C26 1.73 4.68 3.12  0.000
C27 2.92 5.07 3.70  0.000
C28 4.06 4.25 3.64  0.000
C29 4.02 3.03 2.99  0.000
C30 2.83 2.64 2.41  0.000
N8 1.57 -1.08 0.72  0.000
C31 -1.75 -3.75 0.58  -0.001
C32 -1.82 -5.13 0.50  -0.001
H1 -3.15 -6.80 0.65  0.000
H2 -5.14 -5.45 1.14  0.000
H3 -4.99 -2.97 1.27  0.000
H4 2.89 -4.71 -0.91  0.000
H5 5.35 -4.77 -1.27  0.000
H6 6.76 -2.85 -0.66  0.000
H7 5.74 -0.80 0.35  0.000
H8 -5.72 1.06 0.57  0.000
H9 -6.70 3.34 0.51  0.000
H10 -5.28 5.33 0.76  0.000
H11 -2.82 5.08 1.11  0.000
H12 0.84 5.30 3.18  0.000
H13 2.99 6.02 4.22  0.000
H14 4.98 4.58 4.11  0.000
H15 4.89 2.38 2.94  0.000
H16 -0.93 -5.71 0.29  0.000
O1 -2.26 0.28 -1.82  -0.001
C33 -1.10 0.27 -2.17  0.003
N9 0.01 0.35 -1.37  0.049
C34 1.14 0.35 -2.15  0.003
O2 2.29 0.45 -1.78  -0.001
C35 0.72 0.22 -3.60  0.002
C36 1.46 0.14 -4.76  0.000
C37 0.76 0.01 -5.96  0.000
C38 -0.63 -0.04 -5.97  0.000
C39 -1.36 0.04 -4.78  0.000
C40 -0.65 0.17 -3.61  0.002
H17 2.54 0.19 -4.74  0.000
H18 1.30 -0.05 -6.90  0.000
H19 -1.15 -0.14 -6.92  0.000
H20 -2.45 0.00 -4.78  0.000

This record from the OMol25 dataset describes a molecular structure, C40H26BrF4MnN2O5PS at a distorted geometry. The level of theory is ωB97M-V/def2-TZVPD.

energy relative to the best compared isomer or geometry (same formula, charge and spin)	23.14	kcal/mol
multiplicity	6
net charge	-2
HOMO-LUMO gap (spin up / spin down)	5.97 / 5.96	eV
HOMO level (spin up / spin down)	-1.8 / -1.8	eV

Each line ends with the Löwdin spin population.
Positions of all 81 atoms, in Å:
Mn1 -0.03 -1.24 0.62  4.678
C1 -4.80 -1.29 -1.76  0.000
O1 -5.12 -1.93 -0.53  0.000
C2 -4.40 -3.06 -0.24  0.002
C3 -5.04 -4.27 -0.42  0.001
C4 -4.44 -5.46 -0.07  0.001
C5 -3.20 -5.39 0.49  0.001
C6 -2.51 -4.16 0.63  0.001
C7 -1.27 -4.27 1.41  0.009
N1 -0.40 -3.37 1.47  0.027
N2 0.62 -3.57 2.47  0.013
C8 0.88 -2.38 2.96  0.011
O2 0.17 -1.36 2.68  0.045
C9 2.03 -2.08 3.85  0.001
C10 2.23 -0.76 4.30  0.001
C11 3.39 -0.42 4.95  0.000
C12 4.35 -1.39 5.22  0.000
C13 4.14 -2.71 4.82  0.000
C14 2.97 -3.05 4.15  0.000
C15 -3.04 -2.90 0.23  0.002
O3 -2.45 -1.77 0.25  0.032
H1 -5.72 -0.76 -2.05  0.000
H2 -4.56 -2.01 -2.55  0.000
H3 -3.99 -0.56 -1.66  0.000
H4 -6.05 -4.25 -0.80  0.000
H5 -4.93 -6.44 -0.23  0.000
H6 -2.70 -6.28 0.85  0.000
H7 -1.12 -5.16 2.02  0.002
H8 1.48 -0.02 4.05  0.000
H9 3.54 0.58 5.33  0.000
H10 5.28 -1.08 5.69  0.000
H11 4.87 -3.51 4.99  0.000
H12 2.78 -4.07 3.82  0.000
O4 2.68 -2.27 -1.99  0.012
C16 2.40 -1.31 -1.29  0.015
O5 1.23 -1.08 -0.80  0.071
C17 3.40 -0.30 -0.90  0.002
C18 4.65 -0.43 -1.56  0.001
C19 5.69 0.41 -1.26  0.000
C20 5.49 1.43 -0.34  0.001
C21 4.25 1.59 0.28  0.002
C22 3.18 0.73 0.03  0.004
S1 1.76 1.05 0.98  0.031
H13 4.70 -1.24 -2.27  0.000
H14 6.65 0.32 -1.71  0.000
H15 6.31 2.03 -0.06  0.000
H16 4.13 2.41 0.98  0.001
F1 -4.21 2.31 -5.43  0.000
C23 -3.43 2.12 -4.39  0.000
C24 -3.05 3.21 -3.56  0.000
F2 -3.57 4.36 -3.84  0.000
C25 -2.21 3.01 -2.51  0.001
F3 -1.85 4.13 -1.80  0.000
C26 -1.69 1.76 -2.24  0.003
P1 -0.42 1.45 -0.83  0.014
C27 0.94 2.40 -1.64  0.003
C28 1.53 1.71 -2.68  0.001
C29 2.65 2.20 -3.39  0.000
C30 3.19 3.41 -3.04  0.001
C31 2.61 4.18 -2.03  0.000
C32 1.51 3.68 -1.37  0.001
C33 -1.26 2.34 0.56  0.001
C34 -2.18 1.50 1.15  0.002
C35 -2.97 1.91 2.22  0.000
C36 -2.82 3.19 2.73  0.000
C37 -1.93 4.07 2.13  0.000
C38 -1.17 3.63 1.06  0.000
C39 -2.04 0.69 -3.08  0.000
Br1 -1.36 -1.09 -2.94  0.002
C40 -2.92 0.86 -4.12  0.000
F4 -3.28 -0.10 -5.00  0.000
H17 1.15 0.72 -2.94  0.000
H18 3.09 1.57 -4.14  0.000
H19 4.06 3.76 -3.56  0.000
H20 3.01 5.16 -1.79  0.000
H21 1.05 4.28 -0.60  0.000
H22 -2.35 0.48 0.81  0.002
H23 -3.72 1.21 2.61  0.000
H24 -3.46 3.50 3.57  0.000
H25 -1.85 5.10 2.50  0.000
H26 -0.52 4.33 0.57  0.000

Question: Which formula does entry 2 have?
Answer: C40H26BrF4MnN2O5PS